(1)
{"formula": "C26H38As3FeIN2S3", "method": "ωB97M-V/def2-TZVPD", "elements": ["H", "H", "C", "H", "N", "H", "H", "S", "As", "H", "C", "H", "H", "N", "H", "C", "C", "H", "C", "I", "H", "H", "H", "H", "H", "C", "S", "H", "H", "C", "H", "H", "C", "S", "H", "C", "C", "C", "C", "C", "H", "C", "H", "C", "C", "C", "H", "H", "C", "C", "H", "H", "C", "C", "H", "C", "C", "H", "C", "C", "H", "H", "H", "H", "C", "H", "As", "H", "As", "H", "H", "H", "Fe", "H"], "xyz": [[0.4706, -2.0516, -3.8972], [0.0442, -4.2984, 1.2165], [-1.4904, -2.8723, 4.0523], [0.8574, -1.6598, -1.6109], [-1.4134, -1.7151, 2.0104], [-0.0333, -0.4797, -3.2446], [2.4538, 1.6593, -1.3030], [-3.3878, 0.8815, -2.9641], [1.4819, -2.2640, 0.7391], [2.7877, -4.1149, 1.8375], [-3.1370, 3.7222, -0.2913], [-3.6047, -0.3994, 2.5471], [2.3423, -2.6081, -1.5959], [-2.4876, 1.3504, -0.5934], [-0.3500, 3.5236, 0.4614], [-0.9370, -1.8241, 3.3203], [1.8605, 1.5848, -4.4963], [1.1814, 3.5470, -0.4508], [-4.2390, 4.7734, -2.1715], [-2.1474, 1.7910, 2.9455], [-4.5987, 3.5494, -3.8995], [-0.1140, -0.7916, -4.9851], [-1.5521, -3.9231, 5.9445], [3.3423, -3.9441, 0.1604], [2.7726, 2.1018, 1.3312], [-3.2395, 0.2891, 1.7849], [-1.9904, -1.1521, -1.1175], [-4.6910, 5.6539, -2.6080], [-4.0579, 0.8399, 1.3255], [-2.2753, -2.6469, 1.7710], [1.0803, 0.8331, -2.0081], [3.8866, -1.3538, -2.8458], [0.3963, -1.2290, 5.2026], [-2.6102, -3.7364, 3.0566], [-0.3258, 2.9745, -1.2185], [3.8226, -0.4320, -0.3367], [1.7954, 0.7907, -1.1841], [2.6490, -0.4698, -1.3226], [3.0549, -3.3972, 1.0603], [0.4620, -0.9780, -4.0776], [1.0945, 1.8781, -3.7801], [-2.6006, 0.4000, -1.4841], [1.3680, 2.4647, 2.3628], [-3.7227, 4.8299, -0.8732], [0.2448, 3.0109, -0.2924], [-3.5973, 2.4831, -2.3160], [0.7425, -4.4139, -0.4154], [3.4826, -0.3744, 0.6996], [-3.0597, 2.5398, -1.0243], [-1.1205, -3.1085, 5.3790], [-2.7771, -2.7345, 0.8169], [0.4678, -0.2062, 3.3099], [1.8519, 1.7004, 1.7550], [-0.1808, -2.2748, 5.9426], [1.1367, -0.5937, 5.6703], [0.0300, -0.9996, 3.8973], [0.2739, -3.7432, 0.3061], [4.4382, -1.3278, -0.4368], [1.8331, -1.7564, -1.1330], [3.2740, -0.4542, -2.7367], [3.9706, 0.3890, -2.8110], [1.5137, 1.8296, -5.4998], [-2.7553, 3.7515, 0.7205], [0.1201, -2.4300, 6.9701], [-4.1859, 3.5991, -2.9006], [2.0882, 0.8453, 2.3859], [0.6241, 1.2099, 0.3260], [2.7698, 2.1540, -4.3023], [2.2777, -0.3368, -4.4501], [-0.6525, -3.3500, -0.1131], [-3.7821, 5.7553, -0.3154], [4.4584, 0.4367, -0.5247], [-1.5841, 0.1120, 0.9094], [3.8990, -2.8095, 1.4131]], "forces_ev_per_a": [[-0.0145, -0.0033, 0.0088], [-0.0083, -0.0116, -0.0109], [0.0688, -0.0475, 0.1455], [-0.0073, -0.0135, 0.0597], [0.0459, 0.5745, 0.5602], [0.0152, -0.0309, -0.0294], [-0.0581, 0.0294, 0.0098], [-0.0222, 0.0019, -0.0878], [0.0414, 0.1022, 0.0596], [0.0343, -0.0012, 0.0041], [-0.0379, 0.0485, 0.0109], [-0.1186, 0.0256, 0.0100], [0.0422, 0.0555, -0.0363], [0.3039, -0.0368, 0.0469], [-0.0043, 0.0277, -0.0105], [0.1175, 0.0104, -0.2148], [-0.0094, 0.0165, -0.0018], [-0.0279, 0.0385, -0.0175], [0.0204, -0.0102, 0.0479], [0.1642, 0.2159, 0.2884], [0.0118, -0.0046, -0.0084], [-0.0112, -0.0084, -0.0032], [-0.0231, 0.0026, -0.0073], [0.0017, 0.0041, 0.0098], [0.0060, 0.0382, 0.0461], [-0.8404, -0.3355, 0.0555], [-0.0068, 0.2121, -0.0146], [-0.0060, -0.0002, -0.0064], [-0.0907, 0.0132, 0.1212], [0.0056, -0.0491, -0.0206], [0.0600, -0.0654, -0.0231], [0.0112, 0.0045, 0.0237], [-0.0405, -0.0538, 0.0553], [-0.0177, -0.0672, -0.0616], [0.0208, 0.0090, -0.0179], [0.0178, 0.0690, 0.0343], [0.0573, 0.1625, -0.1409], [0.0267, -0.0690, -0.1113], [-0.0238, -0.1246, -0.0066], [-0.0065, 0.0293, -0.0336], [0.0034, 0.0126, -0.0186], [0.0163, -0.1013, -0.1481], [-0.0040, -0.0055, 0.0182], [-0.0085, -0.0151, -0.0568], [0.0527, 0.0853, 0.0366], [0.0217, 0.0383, -0.0118], [-0.0089, -0.0186, -0.0019], [-0.0283, -0.0034, 0.0196], [0.0626, -0.0621, 0.1675], [-0.0060, -0.0117, -0.0692], [-0.0791, 0.0413, 0.0616], [-0.0416, -0.0008, 0.0087], [0.1380, -0.0103, 0.0178], [0.0396, 0.0603, -0.0282], [0.0093, -0.0078, 0.0012], [-0.0117, 0.0029, 0.0175], [0.0236, -0.0493, -0.0956], [0.0181, 0.0061, -0.0372], [-0.0094, -0.0280, -0.0001], [-0.0074, -0.0898, 0.0246], [-0.0009, 0.0029, 0.0089], [0.0007, 0.0084, -0.0024], [0.0219, 0.0143, -0.0370], [0.0083, -0.0042, -0.0002], [-0.0134, -0.0249, 0.0060], [0.0467, -0.0231, -0.0527], [-0.1738, -0.5710, 0.1775], [-0.0033, 0.0101, -0.0074], [0.0122, -0.0183, -0.0590], [0.1508, -0.0681, -0.0332], [-0.0163, 0.0000, 0.0034], [-0.0159, 0.0043, -0.0021], [0.0943, 0.0425, -0.6412], [0.0111, 0.0256, 0.0003]], "homo_ev": [-7.41, -7.43], "spin_multiplicity": 1, "lumo_energy_ev": [0.35, 0.34], "charge": 0, "fmax_ha_per_bohr": 0.0176}

=====

(2)
{"formula": "C35H38IrNO2P2S", "method": "ωB97M-V/def2-TZVPD", "elements": ["C", "C", "C", "C", "H", "C", "C", "H", "H", "H", "H", "H", "C", "H", "H", "C", "H", "H", "C", "C", "S", "C", "C", "H", "C", "H", "H", "C", "H", "C", "C", "H", "C", "H", "H", "C", "H", "C", "C", "H", "C", "O", "H", "C", "C", "C", "H", "C", "P", "H", "Ir", "H", "C", "H", "H", "H", "H", "C", "H", "H", "P", "C", "H", "H", "C", "C", "H", "O", "N", "H", "C", "C", "H", "C", "H", "H", "H", "C", "C", "H"], "xyz": [[-2.6249, -3.2322, -2.9813], [2.4731, -0.8155, -2.4036], [0.2105, -0.7827, 3.0493], [0.4859, 1.9559, -2.5886], [0.5947, -2.2850, -1.0731], [-2.7047, -2.3881, -1.8859], [0.8367, -3.4070, 3.4094], [-1.3341, -4.3820, -4.2509], [2.5027, 0.5916, 3.4382], [-2.0290, 0.6994, -2.3139], [-4.0824, -1.1641, 4.4362], [4.1413, -1.1452, -0.2891], [-0.0815, 5.4407, 1.5544], [-3.5256, -3.5150, -3.5088], [0.2840, -3.1143, 5.4579], [0.9625, -2.7995, 2.1736], [2.0224, 5.0301, 1.6750], [3.0384, 2.1175, 2.7003], [-3.6416, -1.7180, 3.6186], [1.4618, 2.4990, -5.1367], [-0.1710, 0.8477, 2.4484], [0.9856, 3.5626, 0.5112], [-2.7088, 0.4845, -0.2843], [2.2785, 4.2824, -4.2691], [-3.7637, -3.1016, 3.5670], [-2.1982, 5.5992, 1.2582], [-2.9117, 1.0904, 0.6006], [3.1833, 1.0343, 2.7200], [-3.6732, -2.0249, -1.5637], [-1.5450, -2.0198, -1.2032], [0.0635, -1.3150, 4.3115], [-2.0996, -3.7064, 0.6866], [-2.5265, -3.1437, 1.5079], [1.3064, -3.3401, 1.3014], [0.5073, 0.6673, -5.7254], [1.2224, 3.1138, -2.8227], [2.9572, -1.7950, -2.3539], [1.0671, 4.7076, 1.2828], [-2.9630, -1.0428, 2.6199], [-0.3580, 0.1789, -3.4888], [0.7157, 1.3487, -4.9115], [2.9197, 0.4590, 1.4404], [-3.3069, -4.8884, 2.4703], [3.8932, 0.8516, 0.4883], [-2.4023, -1.7557, 1.5560], [-3.2059, -3.8128, 2.5149], [3.6684, 1.8528, 0.1084], [1.7116, 3.3783, -4.0940], [-0.2544, 1.6129, -0.9735], [1.8783, 2.9858, 0.3084], [0.4800, -0.0944, 0.4624], [2.9792, -0.1947, -3.1448], [-0.3162, -2.5234, -1.6181], [1.8353, 2.7148, -6.1284], [4.8940, 0.8780, 0.9285], [1.4111, 3.8209, -2.0259], [1.4343, -0.9412, -2.6886], [-1.3913, -3.7192, -3.3981], [1.0844, -4.4517, 3.5235], [0.7226, -3.7594, -3.0310], [-1.6048, -0.8868, 0.2002], [-0.2357, -3.3684, -2.7157], [-2.8731, 0.0337, 2.6726], [4.2082, 0.8077, 3.0200], [-0.2386, 3.1496, -0.0169], [-1.3849, 3.8895, 0.2585], [-4.3026, -3.6243, 4.3456], [2.5189, -0.1755, -1.1228], [0.6683, -1.5124, 2.0047], [-2.3489, 3.5963, -0.1338], [0.3885, -2.6548, 4.4842], [3.8562, -0.1443, -0.6264], [-0.3052, -0.7078, 5.1260], [0.2290, 1.0791, -3.6442], [4.5367, 0.1718, -1.4220], [-2.5042, 2.2248, -1.6099], [-3.6575, 0.0574, -0.6134], [-2.0187, 1.2749, -1.3879], [-1.3038, 5.0294, 1.0472], [-0.0212, 6.3336, 2.1613]], "forces_ev_per_a": [[-0.0056, 0.0004, 0.0160], [0.0907, -0.0600, -0.0154], [0.0411, 0.1736, -0.1899], [-0.1243, 0.0192, 0.0279], [-0.0611, 0.0271, 0.0191], [-0.0370, 0.0419, -0.0346], [0.0222, -0.0294, -0.1420], [-0.0020, 0.0020, -0.0101], [-0.0498, 0.0020, 0.0067], [0.0393, 0.0092, 0.0076], [-0.0143, 0.0047, 0.0061], [0.0310, 0.0250, 0.0472], [0.0006, 0.0093, 0.0058], [-0.0054, -0.0020, -0.0016], [-0.0093, 0.0121, 0.0152], [0.1493, -0.1537, -0.0064], [0.0020, 0.0045, -0.0001], [-0.0167, -0.0117, 0.0009], [-0.0051, -0.0240, 0.0146], [-0.0176, -0.0091, 0.0045], [-0.0930, -0.5910, -0.0687], [-0.0324, 0.0063, 0.0532], [0.1059, -0.0876, 0.0593], [0.0026, 0.0062, -0.0113], [0.0108, 0.0055, -0.0082], [-0.0082, 0.0043, -0.0003], [0.0736, 0.0032, 0.0267], [-0.0337, 0.0665, 0.1197], [-0.0084, -0.0039, -0.0018], [-0.0762, 0.0834, 0.0430], [0.0287, -0.0634, 0.0650], [-0.0296, 0.0142, 0.0017], [0.0958, -0.0446, 0.0396], [0.0129, -0.0139, 0.0056], [-0.0061, 0.0014, -0.0067], [0.1033, -0.0157, 0.0266], [0.0040, -0.0049, 0.0054], [0.0130, 0.0145, 0.0118], [-0.1279, -0.0270, -0.0423], [0.0111, 0.0175, -0.0085], [0.0201, 0.0007, -0.0057], [-0.2036, -0.0353, -0.0041], [-0.0036, -0.0117, 0.0012], [0.0586, 0.0005, -0.1215], [-0.0415, 0.0516, -0.0293], [0.0088, 0.0018, 0.0205], [0.0127, 0.0572, -0.0144], [0.0304, -0.0057, -0.0055], [-0.0718, 0.1893, 0.4014], [0.0682, -0.0527, 0.0155], [0.1534, 0.3690, -0.3767], [0.0080, -0.0023, 0.0046], [0.0846, -0.1090, 0.0080], [0.0041, 0.0022, -0.0037], [-0.0498, -0.0785, 0.0689], [-0.0359, -0.0029, -0.0106], [0.0941, 0.0352, 0.0111], [0.0181, -0.0005, 0.0013], [0.0118, -0.0110, -0.0157], [0.0028, -0.0071, -0.0019], [0.2440, 0.1282, -0.2484], [-0.0426, -0.0337, -0.0078], [-0.0259, -0.0058, -0.0144], [-0.0093, -0.0038, -0.0352], [-0.0234, -0.0526, -0.0607], [0.0140, -0.0054, -0.0114], [-0.0056, -0.0049, 0.0069], [-0.4787, -0.3650, -0.2883], [0.1247, 0.4255, 0.6054], [-0.0143, 0.0126, 0.0107], [-0.0388, 0.1087, 0.0644], [-0.0212, 0.0280, 0.0129], [-0.0058, 0.0026, 0.0075], [-0.0206, -0.0115, -0.0252], [-0.0350, -0.0251, -0.0301], [-0.0777, -0.0561, -0.0038], [-0.0197, 0.0560, -0.0043], [0.1933, -0.0130, -0.0013], [0.0016, 0.0066, -0.0070], [-0.0023, 0.0059, 0.0053]], "homo_ev": -13.83, "spin_multiplicity": 1, "lumo_energy_ev": -6.42, "relative_energy_kcal_mol": 9.2, "charge": 2, "fmax_ha_per_bohr": 0.0146}

=====

(3)
{"formula": "C18H20BF4N4O2RhS2", "method": "ωB97M-V/def2-TZVPD", "elements": ["C", "N", "S", "H", "H", "H", "C", "H", "C", "C", "C", "O", "F", "C", "H", "C", "H", "F", "H", "C", "C", "H", "C", "F", "H", "C", "H", "C", "H", "H", "H", "H", "H", "N", "C", "B", "Rh", "C", "N", "H", "H", "N", "S", "C", "C", "H", "F", "H", "H", "O", "C", "C"], "xyz": [[1.1174, -1.7510, 0.4943], [-3.1112, 1.5641, -2.5087], [0.5874, 3.1362, 0.1006], [-3.3128, 2.0186, -1.6285], [-4.3569, -3.2276, -1.8596], [-4.6114, -1.0618, -0.6926], [4.3202, -2.1092, 2.0646], [6.0852, -2.7204, 1.0084], [-1.8950, 1.0385, -2.6359], [3.3334, 1.4059, 3.0848], [5.3034, 0.4691, 1.8320], [-0.9477, 1.2683, -1.8251], [-1.7537, 2.5564, 1.9488], [-1.2487, -1.4023, -0.4084], [-2.3504, -0.0967, -4.2819], [3.6044, -1.0404, 2.5872], [-5.0682, 1.8629, -3.0993], [-4.0117, 3.0466, 2.0618], [-0.7388, -0.2098, -3.6860], [-2.2166, -3.2833, -1.6235], [-0.0524, -0.8499, 0.2375], [5.6876, 1.4784, 1.7366], [4.0878, 0.2569, 2.4756], [-2.8602, 3.1884, 0.0376], [0.7881, -2.7333, 0.8259], [6.0168, -0.5940, 1.3022], [2.4626, 1.0615, 3.6393], [-3.4843, -2.7170, -1.4699], [-3.9649, 1.5246, -4.4272], [3.9787, 1.9505, 3.7779], [3.9331, -3.1157, 2.1636], [-4.4977, 0.2072, -3.3416], [6.9598, -0.4135, 0.8024], [-1.6145, 0.2832, -3.7148], [-3.6355, -1.5126, -0.8248], [-2.8512, 3.4640, 1.5144], [-1.2699, 1.7400, 0.1032], [-1.1336, -2.6335, -1.0756], [1.1077, 0.8070, 1.3709], [2.6575, -1.2099, 3.0865], [1.6721, -1.8738, -0.4399], [0.0088, 0.3826, 0.6178], [2.8074, 2.7288, 1.9621], [1.4205, 2.0393, 1.1566], [-4.2147, 1.2617, -3.3982], [-0.1570, -3.0896, -1.1665], [-2.5110, 4.7525, 1.7106], [-2.0882, -4.2270, -2.1350], [1.7893, -1.3145, 1.2235], [-2.7664, 0.3773, 0.2113], [5.5265, -1.8886, 1.4174], [-2.5312, -0.7952, -0.3126]], "forces_ev_per_a": [[-0.0525, -0.0017, 0.0204], [-0.0270, -0.0292, 0.0456], [-0.0808, 0.0354, 0.0340], [-0.0035, 0.0122, -0.0043], [0.0019, 0.0030, 0.0023], [0.0018, 0.0008, -0.0068], [0.0313, -0.0052, 0.0157], [0.0001, -0.0007, -0.0002], [0.0640, 0.1575, 0.0598], [0.0287, 0.0522, 0.0381], [-0.0091, -0.0060, -0.0660], [-0.0405, -0.3054, 0.0256], [-0.1500, -0.1496, 0.0021], [0.0554, 0.0411, -0.0405], [0.0007, 0.0014, 0.0024], [0.1626, 0.0410, 0.1353], [-0.0022, -0.0126, 0.0074], [-0.0281, 0.0404, -0.0563], [0.0020, -0.0048, -0.0044], [0.0163, 0.0135, 0.0190], [-0.1724, -0.0969, 0.1843], [-0.0061, -0.0020, -0.0019], [-0.0164, 0.0015, -0.0277], [0.1334, 0.0788, -0.0066], [-0.0309, -0.0103, -0.0087], [-0.0060, 0.0160, 0.0099], [-0.0139, -0.0062, -0.0332], [-0.0058, 0.0138, 0.0019], [-0.0032, 0.0004, 0.0028], [-0.0119, -0.0501, 0.0474], [-0.0043, -0.0061, -0.0060], [-0.0088, -0.0051, -0.0070], [0.0000, -0.0006, -0.0005], [0.0171, -0.0090, -0.0330], [-0.0301, 0.0094, -0.0156], [-0.0839, -0.0621, -0.0121], [-0.0998, 0.1288, 0.0618], [0.0101, -0.0232, -0.0289], [0.0339, -0.0425, -0.0650], [0.0538, 0.0089, 0.0620], [0.0315, -0.0127, 0.0171], [0.2807, 0.1241, -0.1657], [-0.0258, 0.0395, 0.0196], [0.0724, 0.0008, -0.0894], [-0.0025, -0.0152, 0.0168], [-0.0005, -0.0006, 0.0010], [0.0527, -0.0170, 0.0468], [0.0020, 0.0009, -0.0028], [-0.1510, -0.0272, -0.1935], [0.0805, 0.1114, -0.0120], [-0.0215, -0.0082, 0.0095], [-0.0445, -0.0230, -0.0005]], "homo_ev": -8.10, "spin_multiplicity": 1, "lumo_energy_ev": -0.31, "relative_energy_kcal_mol": 0.0, "charge": 0, "fmax_ha_per_bohr": 0.0068}

=====

(4)
{"formula": "C3H8S", "method": "ωB97M-V/def2-TZVPD", "elements": ["H", "H", "H", "H", "S", "C", "H", "C", "H", "C", "H", "H"], "xyz": [[-0.2346, -2.0521, 0.8366], [1.6980, -0.5523, 0.0994], [-1.3646, -0.7591, 0.4089], [0.1577, 1.2927, -1.5457], [-2.7619, 0.5001, 0.2390], [-0.2847, -0.9755, 0.6669], [-0.1730, -0.5079, 1.6398], [0.7046, -0.3808, -0.3067], [1.4068, 1.7206, -0.3286], [0.5182, 1.1258, -0.5325], [0.6426, -0.8887, -1.2597], [-0.3091, 1.4771, 0.0826]], "forces_ev_per_a": [[-0.1968, -0.0037, -0.4090], [0.1577, -0.2429, 0.0526], [-0.7975, 0.1364, -0.5081], [0.2929, 0.1930, -0.1232], [0.6456, -0.6601, 0.1451], [0.3381, 0.5780, 0.8699], [0.0156, 0.1070, 0.1842], [-0.1037, 0.1838, -0.1496], [-0.0258, -0.0615, -0.0928], [-0.6050, -0.1852, -0.0359], [0.1007, -0.2737, -0.1848], [0.1782, 0.2288, 0.2515]], "homo_ev": -9.37, "spin_multiplicity": 1, "lumo_energy_ev": -2.74, "relative_energy_kcal_mol": 82.2, "charge": 0, "fmax_ha_per_bohr": 0.0213}

=====

(5)
{"formula": "C3H5N2O", "method": "ωB97M-V/def2-TZVPD", "elements": ["C", "H", "C", "N", "H", "N", "H", "H", "O", "C", "H"], "xyz": [[1.0826, 0.1561, -0.1179], [-2.6269, 0.5263, -0.7092], [-2.0459, -0.0494, 0.1527], [2.5715, -0.0223, -0.0850], [3.2168, 0.0585, -0.9579], [0.1111, 0.0385, -1.0309], [-2.5299, 0.0245, 1.1368], [2.9155, 0.2176, 0.8126], [0.3650, 0.1587, 0.9919], [-0.6571, -0.0302, 0.0377], [-2.4027, -1.0783, -0.2308]], "forces_ev_per_a": [[8.1367, -1.6435, -1.1262], [1.6551, -0.5283, 1.8221], [-4.1756, -1.4827, -1.2704], [-5.8721, 1.1302, -2.5825], [-1.9877, -0.0717, 2.0076], [-0.0004, -0.3273, -1.0938], [0.5795, 0.3951, -0.3029], [0.7331, 0.1608, 0.8569], [-0.6602, -0.0790, 2.5509], [0.8406, 1.5771, -1.4120], [0.7511, 0.8694, 0.5502]], "homo_ev": -16.34, "spin_multiplicity": 1, "lumo_energy_ev": -6.41, "relative_energy_kcal_mol": 85.4, "charge": 1, "fmax_ha_per_bohr": 0.1629}